1.
Entry from the OMol25 dataset: an isolated molecule of C4H7ClO2S in a non-equilibrium geometry (ωB97M-V/def2-TZVPD).

Results
Spin multiplicity   3
Frontier orbital gap (alpha / beta)   7.2 / 6.9 eV
Expectation value of S²   2.01
Relative energy (zero: lowest compared OMol25 entry of this formula, charge and spin)   0.570 eV

Structure (XYZ):
```
15
Properties=species:S:1:pos:R:3:nbo_charge:R:1
C -1.44 0.58 -0.30 -0.015
C 0.04 -1.51 -0.24 -0.614
C 0.99 0.68 -0.88 -0.647
C -0.08 0.00 -0.03 -0.269
O -1.62 1.64 -0.87 -0.195
O -0.47 -0.48 2.51 -0.921
S 0.53 0.25 1.71 1.256
Cl 0.21 2.24 1.93 -0.225
H -2.18 -0.08 0.17 0.257
H 0.55 -1.94 0.57 0.222
H -0.91 -2.02 -0.16 0.234
H 0.54 -1.81 -1.06 0.220
H 1.91 0.31 -0.42 0.216
H 1.10 0.29 -1.98 0.233
H 0.86 1.85 -0.97 0.247
```

2.
Entry from the OMol25 dataset: a structure of composition C4H7ClO3 in a non-equilibrium geometry (ωB97M-V/def2-TZVPD).

Results
Spin multiplicity   1
Frontier orbital gap   9.4 eV
Relative energy (zero: lowest compared OMol25 entry of this formula, charge and spin)   2.814 eV

Structure (XYZ):
```
15
Properties=species:S:1:pos:R:3:nbo_charge:R:1
C -0.24 -1.04 2.19 0.435
C 0.86 -1.19 -1.22 -0.266
C -0.13 1.95 -0.56 -0.268
C -0.51 -0.15 0.44 0.478
O 0.18 -0.45 3.12 -0.481
O -0.40 -1.06 -0.58 -0.554
O 0.23 0.96 0.41 -0.533
Cl -2.28 0.13 0.62 -0.093
H -0.58 -2.07 2.11 0.126
H 1.18 -2.22 -1.14 0.191
H 1.60 -0.53 -0.76 0.197
H 0.74 -0.92 -2.27 0.187
H 0.60 2.74 -0.46 0.204
H -1.13 2.33 -0.34 0.200
H -0.12 1.53 -1.57 0.179
```

3.
Entry from the OMol25 dataset: an isolated molecule of C4H7ClOS in a non-equilibrium geometry (ωB97M-V/def2-TZVPD).

Results
Spin multiplicity   1
Frontier orbital gap   10.0 eV
Relative energy (zero: lowest compared OMol25 entry of this formula, charge and spin)   2.136 eV

Structure (XYZ):
```
14
Properties=species:S:1:pos:R:3:nbo_charge:R:1
C -0.33 -0.96 2.16 -0.323
C 0.17 0.22 1.77 -0.473
C -0.09 0.01 -1.99 -0.677
C 0.76 0.30 -0.86 -0.342
O -1.83 0.55 0.09 -0.955
S -0.50 1.09 0.36 1.250
Cl 1.97 1.63 -1.20 -0.086
H -0.12 -1.40 3.10 0.209
H -1.00 -1.50 1.50 0.213
H 0.59 0.93 2.47 0.227
H -0.60 0.89 -2.44 0.240
H -0.83 -0.81 -1.71 0.251
H 0.39 -0.47 -2.78 0.229
H 1.43 -0.47 -0.48 0.238
```

4.
Entry from the OMol25 dataset: an isolated molecule of C4H7ClS in a non-equilibrium geometry (ωB97M-V/def2-TZVPD).

Results
Spin multiplicity   1
Frontier orbital gap   9.8 eV
Relative energy (zero: lowest compared OMol25 entry of this formula, charge and spin)   2.194 eV
Structure (SMILES)   C=C(Cl)CCS

Structure (XYZ):
```
13
Properties=species:S:1:pos:R:3:nbo_charge:R:1
C -1.17 -0.05 -0.76 -0.490
C -0.05 -0.86 0.09 -0.474
C 1.09 -0.09 0.62 -0.065
C 2.17 0.39 0.05 -0.431
H -3.21 1.20 0.71 0.151
H -0.59 0.38 -1.66 0.219
H -1.93 -0.74 -1.27 0.229
H -0.74 -1.20 0.93 0.231
H 0.41 -1.71 -0.42 0.237
H 2.71 1.10 0.69 0.226
H 2.63 -0.14 -0.93 0.225
S -2.08 1.58 -0.26 -0.089
Cl 0.75 0.15 2.21 0.032
```

5.
Entry from the OMol25 dataset: an isolated molecule of C4H7ClS in a non-equilibrium geometry (ωB97M-V/def2-TZVPD).

Results
Spin multiplicity   1
Frontier orbital gap   9.8 eV
Relative energy (zero: lowest compared OMol25 entry of this formula, charge and spin)   0.387 eV
Structure (SMILES)   SC/C=C\CCl

Structure (XYZ):
```
13
Properties=species:S:1:pos:R:3:nbo_charge:R:1
C -1.15 0.08 0.80 -0.562
C -0.35 1.11 0.05 -0.172
C 0.84 0.84 -0.55 -0.183
C 1.50 -0.51 -0.67 -0.373
H -2.65 -1.78 0.35 0.126
H -0.55 -0.76 1.11 0.221
H -1.68 0.45 1.67 0.229
H -0.72 2.14 0.06 0.218
H 1.38 1.62 -0.94 0.205
H 1.83 -0.82 -1.62 0.228
H 0.89 -1.31 -0.23 0.213
S -2.44 -0.59 -0.27 -0.048
Cl 3.10 -0.47 0.23 -0.101
```

6.
Entry from the OMol25 dataset: a cluster of 2 separate species, C4H7ClSi in total in a non-equilibrium geometry (ωB97M-V/def2-TZVPD).

Results
Spin multiplicity   1
Frontier orbital gap   11.1 eV
Relative energy (zero: lowest compared OMol25 entry of this formula, charge and spin)   2.072 eV
Structure (SMILES)   C=C[SiH2]Cl.C#C

Structure (XYZ):
```
13
Properties=species:S:1:pos:R:3:nbo_charge:R:1
C 4.63 -0.31 -0.29 -0.202
C -2.44 -1.39 -0.47 -0.338
C 3.75 0.47 -0.12 -0.218
C -2.48 -0.11 -0.35 -0.652
Si -1.39 0.84 0.85 1.087
Cl 0.15 1.80 -0.04 -0.377
H 5.41 -0.91 -0.40 0.207
H 3.38 1.39 -0.20 0.213
H -2.89 -1.98 -1.31 0.192
H -1.92 -2.13 0.12 0.199
H -2.34 1.83 1.36 -0.177
H -3.10 0.68 -0.96 0.231
H -0.76 -0.17 1.81 -0.163
```

7.
Entry from the OMol25 dataset: a structure of composition C4H7CoO3 in a non-equilibrium geometry (ωB97M-V/def2-TZVPD).

Results
Spin multiplicity   5
Frontier orbital gap (alpha / beta)   8.4 / 8.1 eV
Expectation value of S²   6.02
Relative energy (zero: lowest compared OMol25 entry of this formula, charge and spin)   0.427 eV
Charge   +2

Structure (XYZ):
```
15
Properties=species:S:1:pos:R:3:nbo_charge:R:1
O -1.93 -0.90 1.83 -0.675
C -3.10 -0.72 1.52 0.421
H -3.91 -1.04 2.20 0.218
H -3.37 -0.12 0.63 0.168
O 1.48 -0.57 1.02 -0.703
C 2.30 -0.21 0.00 -0.222
C 1.76 0.57 -1.15 0.571
O 0.87 1.49 -1.15 -0.358
C -0.36 0.69 -0.96 -0.422
Co -0.29 -0.30 1.08 1.624
H 2.78 -1.07 -0.52 0.279
H 3.16 0.42 0.32 0.332
H 2.39 0.57 -2.05 0.250
H -0.64 -0.20 -1.54 0.247
H -1.14 1.40 -1.25 0.270
```

8.
Entry from the OMol25 dataset: a structure of composition C4H7CsO3 in a non-equilibrium geometry (ωB97M-V/def2-TZVPD).

Results
Spin multiplicity   1
Frontier orbital gap   5.0 eV
Relative energy (zero: lowest compared OMol25 entry of this formula, charge and spin)   0.349 eV

Structure (XYZ):
```
15
Properties=species:S:1:pos:R:3:mulliken_charge:R:1
O -0.68 0.97 0.96 -0.498
Cs 2.82 2.96 1.58 0.935
O 4.38 0.12 1.12 -0.847
C 4.02 -1.05 0.49 -0.531
C -1.07 -0.09 0.53 0.246
O -2.34 -0.24 0.19 -0.280
C -2.84 0.45 -0.91 0.064
C -4.13 0.44 -1.17 -0.625
H 4.86 -1.79 0.39 0.188
H 3.66 -0.89 -0.56 0.140
H 3.20 -1.61 1.01 0.114
H -0.46 -1.01 0.48 0.345
H -2.07 0.87 -1.56 0.273
H -4.87 0.23 -0.39 0.243
H -4.47 0.65 -2.18 0.235
```

9.
Entry from the OMol25 dataset: a structure of composition C4H7CuO2 in a non-equilibrium geometry (ωB97M-V/def2-TZVPD).

Results
Spin multiplicity   1
Frontier orbital gap   7.6 eV
Relative energy (zero: lowest compared OMol25 entry of this formula, charge and spin)   1.215 eV

Structure (XYZ):
```
14
Properties=species:S:1:pos:R:3:nbo_charge:R:1
H -1.19 1.55 2.21 -0.636
O -2.56 -0.11 0.14 -0.680
C -1.26 0.21 -0.12 0.206
C -0.42 -0.70 -0.64 -0.359
C 0.93 -0.34 -1.20 -0.536
C 1.86 -0.43 -0.03 0.504
O 1.71 0.16 1.04 -0.640
Cu 0.74 1.07 2.64 0.641
H -3.02 0.63 0.53 0.494
H -1.01 1.28 -0.10 0.190
H -0.77 -1.73 -0.76 0.218
H 0.98 0.65 -1.67 0.247
H 1.28 -1.10 -1.92 0.227
H 2.71 -1.14 -0.12 0.123
```

10.
Entry from the OMol25 dataset: an isolated molecule of C4H7FIP in a non-equilibrium geometry (ωB97M-V/def2-TZVPD).

Results
Spin multiplicity   1
Frontier orbital gap   8.7 eV
Relative energy (zero: lowest compared OMol25 entry of this formula, charge and spin)   0.723 eV
Structure (SMILES)   C/C(=P\F)[C@H](C)I

Structure (XYZ):
```
14
Properties=species:S:1:pos:R:3:nbo_charge:R:1
C 0.33 0.12 -0.88 -0.307
C -0.27 0.02 0.48 -0.463
C 1.67 -0.56 -0.84 -0.669
C -1.60 0.67 0.60 -0.677
F -0.88 -1.12 2.75 -0.589
P 0.36 -1.03 1.68 1.023
I 0.51 2.18 -1.64 0.046
H -0.39 -0.31 -1.64 0.242
H 2.46 0.04 -0.40 0.232
H 2.15 -0.86 -1.67 0.231
H 1.56 -1.58 -0.44 0.223
H -1.58 1.62 1.24 0.245
H -2.04 0.90 -0.37 0.222
H -2.27 -0.08 1.12 0.241
```

11.
Entry from the OMol25 dataset: a cluster of 2 separate species, C4H7FN2 in total in a non-equilibrium geometry (ωB97M-V/def2-TZVPD).

Results
Spin multiplicity   1
Frontier orbital gap   8.2 eV
Relative energy (zero: lowest compared OMol25 entry of this formula, charge and spin)   4.814 eV

Structure (XYZ):
```
14
Properties=species:S:1:pos:R:3:nbo_charge:R:1
C 1.36 1.88 0.57 -0.222
C 2.28 1.36 0.01 -0.249
C -2.11 0.60 -0.59 0.274
C 0.38 -1.74 0.43 -0.435
N -1.09 -0.21 -0.44 -0.239
N -0.86 -1.04 0.51 -0.376
F -3.13 0.58 0.28 -0.313
H 0.58 2.38 1.05 0.236
H 3.07 0.85 -0.46 0.231
H -2.24 1.22 -1.45 0.163
H 0.90 -1.64 1.39 0.205
H 0.19 -2.80 0.25 0.192
H 1.03 -1.35 -0.37 0.152
H -0.36 -0.09 -1.18 0.379
```

12.
Entry from the OMol25 dataset: an isolated molecule of C4H7FN2S in a non-equilibrium geometry (ωB97M-V/def2-TZVPD).

Results
Spin multiplicity   1
Frontier orbital gap   9.7 eV
Relative energy (zero: lowest compared OMol25 entry of this formula, charge and spin)   2.093 eV
Structure (SMILES)   [H]/N=C(/CF)N(S)C=C

Structure (XYZ):
```
15
Properties=species:S:1:pos:R:3:nbo_charge:R:1
C -0.42 -0.79 1.10 -0.013
C -0.74 0.24 1.88 -0.421
C 0.30 0.30 -0.97 0.400
C 1.48 0.93 -0.31 -0.012
H -0.85 -2.71 -1.50 0.126
H -0.34 -1.79 1.55 0.204
H -0.77 0.18 2.97 0.215
H -1.14 1.25 1.52 0.205
H -0.95 0.62 -2.31 0.341
H 2.08 1.44 -1.10 0.207
H 1.12 1.80 0.26 0.183
N -0.36 -0.77 -0.32 -0.603
N -0.02 0.88 -2.05 -0.665
F 2.23 0.05 0.42 -0.349
S -1.63 -1.62 -1.16 0.183
```